16
Properties=species:S:1:pos:R:3:forces:R:3 method="wB97M-V/def2-TZVPD" homo_ha=-0.371 e_tot_ev=-15923.9109 relative_energy_ev=2.238 gap_ev=10.89
C -0.773 -0.093 1.503 -0.1 -0.1 1.2
Si -0.021 -0.046 -0.167 -0.3 0.5 -0.5
C -1.030 1.325 -1.005 0.5 0.6 -0.1
C -0.040 -1.732 -0.849 1.7 -0.8 -0.8
C 1.733 0.250 0.094 0.8 1.1 0.0
C 2.827 0.693 0.321 1.8 0.5 0.3
F 4.044 1.125 0.563 -1.6 -0.6 -0.3
H -0.595 -1.039 2.035 -0.3 0.1 -0.2
H -1.830 0.129 1.392 -0.4 -0.4 0.1
H -0.415 0.672 2.199 0.2 0.1 -0.3
H -1.906 1.106 -1.633 0.5 -0.3 0.1
H -1.416 1.761 -0.112 -0.9 0.3 0.9
H -0.528 2.233 -1.364 0.3 -0.6 -0.6
H 0.958 -2.179 -1.101 -0.5 0.6 0.9
H -0.494 -1.898 -1.783 -1.4 0.0 -1.1
H -0.513 -2.308 -0.095 -0.5 -1.0 0.5

11
Properties=species:S:1:pos:R:3:forces:R:3 method="wB97M-V/def2-TZVPD" homo_ha=-0.152 e_tot_ev=-9335.6001 charge=-1 relative_energy_ev=0.303 gap_ev=8.12
O -1.122 1.740 -2.467 0.4 0.1 -0.2
C -0.330 1.288 -1.666 -0.7 -0.1 0.3
C -0.580 0.138 -0.778 -0.1 -0.5 0.0
H 0.629 1.791 -1.445 0.1 0.2 -0.3
H 0.277 -0.533 -0.720 0.2 0.3 0.2
H -1.445 -0.469 -1.019 -0.4 0.3 -0.3
H -0.709 0.540 0.235 0.2 -0.3 0.0
O 1.561 -0.530 1.104 -0.4 -0.2 1.0
C 0.821 -1.088 1.966 0.7 -0.6 -0.6
O -0.383 -0.948 2.226 -0.5 0.6 -0.1
H 1.280 -1.928 2.563 0.4 0.1 0.0

27
Properties=species:S:1:pos:R:3:forces:R:3 method="wB97M-V/def2-TZVPD" homo_ha=-0.335 e_tot_ev=-18719.0719 relative_energy_ev=3.064 gap_ev=8.58
O -0.416 -0.203 -0.124 1.6 -0.6 0.6
H -0.274 0.047 0.804 0.1 0.4 -0.4
H -1.348 -0.182 -0.216 -1.9 0.2 -0.3
O 0.377 3.194 0.214 0.0 0.8 -0.2
H 0.012 2.739 0.968 -0.6 -0.1 0.2
H -0.321 3.732 -0.190 0.2 -0.5 0.2
O -1.928 -2.668 0.720 0.9 1.1 -3.4
H -1.946 -3.093 1.522 0.1 -1.7 2.9
H -1.040 -2.770 0.316 -0.9 0.1 0.6
O 0.318 0.922 2.446 0.5 0.3 0.3
H 1.078 1.534 2.627 -0.7 -1.1 -0.3
H 0.582 0.009 2.647 0.2 0.7 0.3
O 0.043 -1.380 -2.696 -0.3 1.2 -1.0
H 0.498 -1.995 -3.244 0.6 -0.7 -0.7
H -0.093 -1.808 -1.882 -0.3 -0.7 1.6
O -3.241 -0.370 0.631 -0.9 1.9 -0.4
H -2.871 -1.230 0.565 0.6 -1.5 0.2
H -2.868 0.049 1.406 0.0 0.0 0.3
O 2.411 1.442 -0.243 0.9 -1.6 0.7
H 1.529 1.777 -0.178 -0.8 0.9 -0.5
H 2.261 0.464 -0.142 0.6 1.4 -0.4
O 0.361 1.451 -2.258 -0.6 -0.4 0.0
H 0.125 0.515 -2.046 0.6 1.2 -0.6
H 0.839 1.468 -3.096 -0.1 -0.4 0.3
O 2.238 -1.127 0.267 1.9 -0.3 0.1
H 2.260 -1.068 1.219 -0.2 -0.2 0.2
H 1.415 -1.449 -0.040 -1.5 -0.3 -0.2

42
Properties=species:S:1:pos:R:3:forces:R:3 method="wB97M-V/def2-TZVPD" homo_ha="-0.403 / -0.432" e_tot_ev=-251326.2552 charge=+1 relative_energy_ev=0.726 spin_multiplicity=2 s_squared=0.77 gap_ev="6.37 / 6.45"
Ir -0.017 -2.667 -0.045 0.1 -0.4 0.0
O 1.692 -2.572 1.112 0.4 -0.2 0.2
S 2.634 -2.186 -0.006 0.2 0.2 -0.9
O 3.933 -2.745 -0.024 0.0 -0.1 0.4
O 1.780 -2.509 -1.208 -0.1 0.1 0.2
C 2.742 -0.432 0.012 -0.1 0.0 0.1
C 3.999 0.146 0.057 0.0 0.0 0.0
C 4.106 1.529 0.038 0.0 0.0 0.0
C 2.965 2.313 -0.025 0.0 0.0 0.0
C 1.709 1.723 -0.064 0.0 0.0 0.0
C 1.577 0.340 -0.045 0.0 -0.1 0.0
P -0.103 -0.370 -0.025 0.0 0.2 0.0
C -0.866 0.356 1.440 0.0 0.0 0.0
C -0.629 -0.264 2.667 0.0 0.0 0.0
C -1.125 0.298 3.832 0.0 0.0 0.0
C -1.861 1.475 3.775 0.0 0.0 0.0
C -2.093 2.097 2.557 0.0 0.0 0.0
C -1.594 1.543 1.388 0.0 0.0 0.0
C -0.923 0.285 -1.490 0.0 0.0 0.0
C -0.179 0.589 -2.627 0.0 0.0 0.0
C -0.824 0.983 -3.791 0.0 0.0 0.0
C -2.207 1.070 -3.823 0.0 0.0 0.0
C -2.953 0.755 -2.694 0.0 0.0 0.0
C -2.317 0.356 -1.532 0.0 0.0 0.0
H 4.875 -0.486 0.097 0.0 0.0 0.0
H 5.083 1.991 0.072 0.0 0.0 0.0
H 3.048 3.391 -0.040 0.0 0.0 0.0
H 0.825 2.348 -0.105 0.0 0.0 0.0
H -0.047 -1.177 2.713 0.0 0.0 0.0
H -0.938 -0.182 4.783 0.0 0.0 0.0
H -2.253 1.909 4.685 0.0 0.0 0.0
H -2.663 3.015 2.515 0.0 0.0 0.0
H -1.776 2.035 0.441 0.0 0.0 0.0
H 0.902 0.518 -2.612 0.0 0.0 0.0
H -0.243 1.220 -4.672 0.0 0.0 0.0
H -2.707 1.380 -4.730 0.0 0.0 0.0
H -4.033 0.820 -2.721 0.0 0.0 0.0
H -2.906 0.107 -0.658 0.0 0.0 0.0
Se -2.179 -2.703 0.605 -0.3 0.4 -0.2
Se -3.263 -4.757 0.657 0.0 -0.3 0.1
Te -1.539 -6.442 0.060 0.0 0.0 0.0
Se 0.370 -5.098 -0.569 0.0 0.1 0.0

8
Properties=species:S:1:pos:R:3:forces:R:3 method="wB97M-V/def2-TZVPD" homo_ha=-0.366 e_tot_ev=-6130.4331 relative_energy_ev=0.075 gap_ev=10.78
N 1.115 -0.396 0.010 0.0 0.1 0.2
C 0.069 0.482 0.050 0.1 0.2 0.0
N -1.162 -0.075 -0.316 0.0 0.1 0.3
O 0.213 1.655 0.336 0.0 -0.2 -0.3
H 1.005 -1.377 -0.168 0.0 0.1 -0.2
H 2.037 -0.012 0.107 -0.1 -0.1 0.2
H -1.385 -0.901 0.223 -0.1 -0.1 -0.2
H -1.892 0.625 -0.243 0.1 -0.1 0.1

38
Properties=species:S:1:pos:R:3:forces:R:3 method="wB97M-V/def2-TZVPD" homo_ha=-0.177 e_tot_ev=-32230.4090 charge=-1 relative_energy_ev=3.802 gap_ev=7.89
C -0.071 2.395 -2.080 -3.5 -1.3 1.1
N -1.102 1.315 -1.946 -0.6 3.9 -1.1
C -2.060 1.393 -0.868 2.9 -0.1 1.8
O -1.621 0.544 0.166 -0.3 0.6 1.2
C 0.843 2.534 -0.912 1.7 2.1 3.6
C 2.126 1.867 -1.152 2.3 -2.0 -1.4
C 2.043 0.358 -0.744 -0.1 -0.8 -0.6
S 2.907 -0.619 -2.096 0.2 2.2 -0.2
H -0.784 3.236 -1.986 0.9 0.4 -1.2
H 0.443 2.165 -3.048 -0.3 1.0 0.8
H -0.744 0.450 -2.096 1.0 -3.1 -0.1
H -2.158 2.448 -0.469 0.2 -0.6 -0.7
H -2.995 1.086 -1.211 -1.9 -0.6 -0.7
H 0.645 2.224 0.181 -1.3 -0.3 -1.9
H 1.039 3.602 -0.582 -0.1 -0.5 -1.3
H 2.996 2.152 -0.550 -0.3 0.9 -0.2
H 2.435 1.943 -2.252 -0.3 0.0 1.4
H 0.988 -0.034 -0.635 1.4 0.5 0.0
H 2.647 0.279 0.184 -0.7 -0.5 -0.5
H 2.619 -1.843 -1.828 -0.4 -1.3 0.8
H -2.032 -2.805 2.396 -0.3 -0.6 -1.3
H -2.723 -2.016 1.445 -0.8 3.3 -1.6
O -2.512 -2.886 1.529 1.4 -3.8 2.4
H 2.149 -0.455 2.107 -1.2 2.2 -1.1
H 1.580 -1.826 2.455 -3.0 -1.1 -0.1
O 2.309 -1.284 2.451 4.4 -1.1 1.4
H -2.622 0.467 1.405 -1.6 -2.4 0.4
H -3.135 -0.933 2.007 2.9 -8.8 0.8
O -3.374 -0.136 1.971 -1.9 12.0 -1.0
H 1.399 -2.756 0.417 1.1 -1.0 -2.1
H 1.426 -3.347 -1.043 -0.9 0.1 -0.2
O 1.977 -3.232 -0.278 -0.4 0.8 2.3
H -0.644 -0.123 2.067 0.1 -1.1 0.9
H -0.541 -0.612 3.559 -0.5 1.1 2.1
O -0.403 -0.874 2.687 0.1 0.0 -3.2
H -0.841 -0.776 -0.134 -0.6 -1.7 -0.9
H -1.550 -2.128 -0.638 0.7 0.3 0.3
O -0.656 -1.776 -0.478 -0.1 1.4 0.2

7
Properties=species:S:1:pos:R:3:forces:R:3 method="wB97M-V/def2-TZVPD" homo_ha="-0.346 / -0.326" e_tot_ev=-26381.8490 relative_energy_ev=3.255 gap_ev="7.92 / 7.66"
N 1.427 -0.791 0.471 -3.4 2.0 -0.4
N -0.914 0.591 -0.186 2.2 2.2 -4.4
S 0.545 0.467 -1.067 0.5 -0.4 2.0
Cl 1.259 2.577 -1.217 -0.6 -1.6 0.3
H 2.293 -1.265 0.307 1.3 0.1 -1.4
H -1.704 0.264 -0.692 -0.5 -0.3 -0.4
H -0.714 0.192 0.633 0.5 -2.1 4.4

20
Properties=species:S:1:pos:R:3:forces:R:3 method="wB97M-V/def2-TZVPD" homo_ha=-0.344 e_tot_ev=-24047.3165 relative_energy_ev=1.533 gap_ev=10.14
C 0.506 1.539 -2.683 -0.1 -0.5 0.7
C 0.176 1.599 -1.370 0.4 1.0 -0.5
C 0.973 1.059 -0.205 2.4 0.0 -0.8
O 2.299 0.550 -0.507 -3.0 -1.7 -0.8
Cl 1.329 2.505 0.845 -0.2 0.4 0.3
C 0.249 0.033 0.588 0.8 -0.3 -0.6
C -0.861 0.382 1.268 -2.1 2.2 0.7
C -1.534 -0.497 2.140 0.3 2.3 -1.2
C -1.119 -1.783 2.116 0.1 -2.9 2.0
C 0.057 -2.190 1.437 -1.9 3.5 -0.6
C 0.742 -1.250 0.659 0.4 -1.8 1.0
H -0.169 1.887 -3.501 0.7 0.0 1.0
H 1.466 1.054 -3.015 -1.2 0.3 0.5
H -0.594 2.255 -0.879 0.0 -0.9 -1.4
H 2.872 1.245 -0.329 1.8 2.0 0.3
H -1.212 1.462 1.110 0.4 -1.7 0.7
H -2.287 -0.022 2.769 -0.2 -0.8 -0.1
H -1.644 -2.540 2.812 0.9 1.2 -1.3
H 0.317 -3.171 1.475 1.0 -2.6 0.1
H 1.700 -1.533 0.227 -0.4 0.2 -0.2